{"formula": "C3H9NO4", "method": "wB97M-V/def2-TZVPD", "orbital_gap_ev": 10.62, "homo_energy_ev": -10.121, "energy_ev": -12935.5215, "relative_energy_ev": 1.883, "lumo_energy_ev": 0.5031, "elements": ["O", "O", "O", "O", "N", "C", "C", "C", "H", "H", "H", "H", "H", "H", "H", "H", "H"], "xyz": [[-2.52778, -1.26721, -2.17481], [0.27759, -0.61116, 2.64881], [0.26802, 0.19179, -1.78811], [-2.00993, 0.28003, 1.43253], [1.87110, 0.64283, -0.29065], [1.41425, 0.46891, -1.55768], [0.69712, -0.54174, 1.54698], [0.92679, 0.84767, 0.86887], [2.10303, 0.38485, -2.32416], [-1.86599, -0.58291, -2.51472], [-2.48810, -0.43393, 1.96660], [2.80039, 1.03321, -0.23485], [-2.22325, -1.72955, -1.52366], [-1.57518, -0.22977, 0.75671], [0.88991, -1.44597, 1.00256], [0.09435, 1.40104, 0.60172], [1.34768, 1.59191, 1.58388]], "forces_ev_per_angstrom": [[-2.1793, 5.7382, -7.1632], [-0.1805, -0.2759, 1.7236], [-1.6771, 0.0126, -0.3272], [-1.6416, -1.2488, 1.3853], [-0.1185, 1.1848, 0.5518], [-1.2983, -0.9548, 2.2212], [-0.2107, 2.2387, -0.4657], [3.3015, -1.2317, 0.0620], [2.1345, 0.3732, -1.5478], [-1.0920, -1.7516, 1.2400], [0.9880, 1.6300, -1.0124], [-0.0639, -0.0945, 0.2926], [3.3510, -3.9987, 5.9489], [0.0793, -0.2011, -0.6596], [0.4713, -0.6073, -1.0399], [-2.2407, 0.2183, -1.0201], [0.3771, -1.0314, -0.1894]], "lowdin_charge": [-0.012, 0.069, 0.030, -0.070, 0.031, -0.354, -0.255, -0.088, 0.109, 0.070, 0.096, 0.127, -0.092, -0.004, 0.117, 0.084, 0.141]}